# H2NO4S

2 unconnected molecules or ions with the total composition H2NO4S in a non-equilibrium geometry (ωB97M-V/def2-TZVPD, OMol25).

Structure (XYZ):
```
8
Properties=species:S:1:pos:R:3:forces:R:3:lowdin_charge:R:1
N -0.223138 -0.741717 1.060436 -1.932 0.797 -1.903 -0.24
O -1.200066 0.651696 -1.351655 0.702 0.977 1.485 -0.58
O 0.730422 1.677100 -0.160002 0.330 0.050 -0.065 -0.58
O -0.525678 -1.452861 -0.160347 0.785 0.161 0.398 -0.23
O 1.134245 -0.639902 1.182269 0.107 -0.002 -0.456 -0.16
S -0.700325 1.323375 -0.073836 -0.417 -1.698 -0.482 0.77
H -0.572365 -0.771266 -0.933555 -0.281 -0.760 1.060 0.01
H 1.356905 -0.046425 0.436690 0.705 0.475 -0.037 0.02
```
Forces are in eV/Å.

Properties
Total charge ... -1
HOMO energy (spin up / spin down) ... -3.59 / -3.60 eV
Frontier orbital gap (spin up / spin down) ... 7.4817 / 7.4860 eV

***

# H2NO6SSi

A molecular structure, H2NO6SSi in a non-equilibrium geometry (ωB97M-V/def2-TZVPD, OMol25).

Structure (XYZ):
```
11
Properties=species:S:1:pos:R:3:forces:R:3:lowdin_charge:R:1
N -1.198477 1.428370 0.031000 0.566 -0.138 -0.393 -0.51
O -0.789733 2.225034 0.836513 0.203 0.582 0.910 0.02
O 1.922462 -1.972165 -0.523155 -0.527 -0.915 -1.139 -0.33
O -1.791090 1.736657 -0.981661 -0.813 0.383 -0.706 -0.02
O 0.389064 -0.963066 0.995744 0.799 1.456 -0.812 -0.35
O 2.788155 -0.094989 0.569837 -0.515 0.941 1.027 -0.32
O 1.010579 0.281305 -1.038624 -1.006 -0.554 0.856 -0.36
Si -0.911346 -0.379099 0.170003 1.016 -0.235 -1.188 0.54
S 1.629243 -0.647458 -0.070005 2.531 -0.968 -0.052 0.35
H -1.227672 -0.926054 -1.143073 -0.148 -0.136 0.051 0.01
H -1.821187 -0.688538 1.153417 -2.106 -0.416 1.445 -0.03
```
Forces are in eV/Å.

Properties
Total charge ... -1
HOMO energy ... -6.02 eV
Frontier orbital gap ... 9.5716 eV

***

# H2NO6SSi

A gas-phase ion, H2NO6SSi (charge -1) in a non-equilibrium geometry (ωB97M-V/def2-TZVPD, OMol25).

Structure (XYZ):
```
11
Properties=species:S:1:pos:R:3:forces:R:3:lowdin_charge:R:1
N -1.765746 -0.294952 -0.629041 2.241 1.597 1.365 -0.54
O 0.694668 0.628576 3.376400 0.655 -1.096 2.468 -0.26
O -1.728396 -0.816059 -1.719855 0.990 -2.185 -5.057 -0.14
O -2.818475 -0.266611 0.015474 -3.521 0.512 3.020 0.08
O 1.366525 0.678789 1.054240 0.520 0.836 0.476 -0.37
O -0.853479 0.588595 1.535898 -0.224 1.254 1.069 -0.28
O 0.369740 2.663017 2.132862 -0.021 0.171 -0.365 -0.28
Si -0.095444 0.210001 0.132512 1.183 -0.445 -4.396 0.33
S 0.467200 1.237446 2.141780 -0.235 1.327 0.628 0.37
H 0.375786 1.326401 -1.023075 -1.233 -1.617 1.314 0.06
H 0.479714 -1.137232 0.083711 -0.355 -0.353 -0.522 0.03
```
Forces are in eV/Å.

Properties
Total charge ... -1
HOMO energy (spin up / spin down) ... -3.05 / -6.00 eV
Frontier orbital gap (spin up / spin down) ... 6.7520 / 7.1440 eV
2S+1 ... 3

***

# H2NOP

2 unconnected molecules or ions with the total composition H2NOP in a non-equilibrium geometry (ωB97M-V/def2-TZVPD, OMol25).

Structure (XYZ):
```
5
Properties=species:S:1:pos:R:3:forces:R:3:lowdin_charge:R:1
N -0.789083 -0.026794 0.008337 4.286 5.463 0.034 -0.29
O -3.125892 -0.701258 0.046868 0.513 1.276 -0.043 -0.53
P -2.307333 0.557435 -0.033589 -1.566 -0.543 -0.106 0.62
H -0.807846 -0.895523 0.390810 0.823 -3.527 1.513 -0.09
H 0.579487 0.902790 0.521544 -4.056 -2.670 -1.398 0.29
```
Forces are in eV/Å.

Properties
HOMO energy ... -10.09 eV
Frontier orbital gap ... 8.4211 eV

***

# H2NOS

A molecular structure, H2NOS in a non-equilibrium geometry (ωB97M-V/def2-TZVPD, OMol25).

Structure (XYZ):
```
5
Properties=species:S:1:pos:R:3:forces:R:3:lowdin_charge:R:1
N -1.131058 -0.105246 0.280763 -0.253 -0.966 0.621 -0.71
O 1.316700 -0.291600 0.384553 -0.649 0.278 -1.156 -0.33
S -1.749213 1.078053 -0.437830 -1.063 1.507 -0.945 0.21
H 0.204318 -0.021564 0.290473 1.543 -0.907 0.925 -0.13
H 1.359253 -0.659642 -0.517958 0.422 0.088 0.556 -0.04
```
Forces are in eV/Å.

Properties
Total charge ... -1
HOMO energy (spin up / spin down) ... -1.97 / -1.99 eV
Frontier orbital gap (spin up / spin down) ... 6.1519 / 6.1532 eV

***

# H2O2PS

A molecular structure, H2O2PS in a non-equilibrium geometry (ωB97M-V/def2-TZVPD, OMol25).

Structure (XYZ):
```
6
Properties=species:S:1:pos:R:3:forces:R:3:lowdin_charge:R:1
O 0.284409 0.866994 -1.072569 0.071 1.853 -0.714 -0.76
O 0.437008 -0.255173 1.361265 -1.041 -3.048 1.128 -0.86
P -0.206880 -0.538359 -1.227731 -1.042 -1.327 -0.738 0.54
S 1.030900 1.166523 1.437348 0.912 2.538 -0.413 0.41
H -1.703642 -0.640120 -0.881653 0.756 0.441 -0.231 -0.15
H 0.158206 -0.599866 0.383340 0.344 -0.457 0.968 -0.18
```
Forces are in eV/Å.

Properties
Total charge ... -1
HOMO energy (spin up / spin down) ... -2.82 / -2.64 eV
Frontier orbital gap (spin up / spin down) ... 6.6076 / 6.2105 eV

***

# H2O4P2

A gas-phase ion, H2O4P2 (charge -2) in a non-equilibrium geometry (ωB97M-V/def2-TZVPD, OMol25).

Structure (XYZ):
```
8
Properties=species:S:1:pos:R:3:forces:R:3:lowdin_charge:R:1
O -1.447130 1.748586 -0.904587 0.702 -2.115 0.207 -0.55
O 2.539967 0.957122 0.786079 -4.178 -3.254 -1.641 -0.85
O -1.564423 0.229622 1.199462 -0.271 -0.195 -0.090 -0.56
O 1.558532 -1.221143 -1.039112 -0.230 0.064 -0.356 -0.62
P -1.077359 0.415088 -0.217148 0.105 5.333 2.058 0.19
P 1.014447 -0.317041 0.037646 4.199 2.572 1.749 0.51
H -1.430049 -0.637318 -0.886744 -1.130 -2.641 -2.212 -0.07
H 0.406017 -1.174913 1.024404 0.802 0.237 0.285 -0.06
```
Forces are in eV/Å.

Properties
SMILES string ... O=[P@H]([O-])[P@H](=O)[O-]
Total charge ... -2
HOMO energy (spin up / spin down) ... -0.02 / -0.02 eV
Frontier orbital gap (spin up / spin down) ... 7.2549 / 7.2543 eV

***

# H2O4PS

A gas-phase ion, H2O4PS (charge -1) in a non-equilibrium geometry (ωB97M-V/def2-TZVPD, OMol25).

Structure (XYZ):
```
8
Properties=species:S:1:pos:R:3:forces:R:3:lowdin_charge:R:1
O 0.818602 1.655725 0.046621 0.999 2.196 0.032 -0.51
O -1.332458 -1.657528 -0.449942 0.033 -0.305 0.097 -0.42
O -1.687040 0.706655 -0.891564 -0.043 -0.075 0.195 -0.38
O -1.199785 -0.056676 1.411845 -0.352 -0.068 -0.103 -0.41
P 0.971939 0.209754 -0.074817 0.400 -0.150 0.307 0.55
S -1.100333 -0.289982 -0.021809 -0.461 -0.867 -0.305 0.23
H 1.596406 -0.397453 1.030889 -0.148 -0.391 0.135 -0.03
H 1.932671 -0.170494 -1.051224 -0.427 -0.341 -0.358 -0.04
```
Forces are in eV/Å.

Properties
SMILES string ... O=[PH2]S(=O)(=O)[O-]
Total charge ... -1
HOMO energy ... -5.24 eV
Frontier orbital gap ... 9.3247 eV